{
  "formula": "C55H47LaN7O2P2S",
  "method": "ωB97M-V/def2-TZVPD",
  "symbols": ["La", "S", "P", "P", "O", "O", "N", "N", "N", "N", "N", "N", "N", "C", "C", "C", "C", "C", "C", "C", "C", "C", "C", "C", "C", "C", "C", "C", "C", "C", "C", "C", "C", "C", "C", "C", "C", "C", "C", "C", "C", "C", "C", "C", "C", "C", "C", "C", "C", "C", "C", "C", "C", "C", "C", "C", "C", "C", "C", "C", "C", "C", "C", "C", "C", "C", "C", "C", "H", "H", "H", "H", "H", "H", "H", "H", "H", "H", "H", "H", "H", "H", "H", "H", "H", "H", "H", "H", "H", "H", "H", "H", "H", "H", "H", "H", "H", "H", "H", "H", "H", "H", "H", "H", "H", "H", "H", "H", "H", "H", "H", "H", "H", "H", "H"],
  "coordinates": [[-0.2382, -0.4223, 0.6559], [-0.9465, -1.2106, 3.2026], [-0.4333, -0.4069, -2.3847], [-1.3873, 2.7763, 0.7525], [2.0878, -4.1661, -1.6269], [0.4240, 1.4480, -0.5858], [-4.9472, 0.1161, 0.7395], [0.6024, 0.8884, 2.4422], [-2.5714, -0.1744, 0.4714], [-6.7550, 1.4029, 1.7308], [2.5192, -0.0471, 0.2531], [0.9783, -2.8088, -0.2378], [2.9441, 1.2320, 2.1816], [-3.0980, -1.1707, -2.1337], [1.7958, 1.0969, 2.9986], [-0.1544, 1.6322, -1.6739], [-5.0786, 3.2246, -0.7859], [0.2489, 0.2347, -3.9776], [1.5125, 1.2761, -6.2450], [-3.1248, 3.4020, 0.6296], [-2.2338, -0.1728, -2.5824], [-5.1247, 4.6406, 1.1366], [-3.7814, 2.8702, -0.4796], [-0.4626, 3.0647, -1.8892], [-1.3223, 3.7821, 3.3479], [-1.3749, -2.4982, -4.1916], [2.1603, -3.2425, 0.5194], [-0.2600, 3.7382, -3.0907], [-1.5309, -3.7459, -4.7551], [3.3132, 0.7572, 0.9759], [-0.8935, 3.7580, -0.7462], [4.6099, 1.1065, 0.5138], [2.2188, 1.1273, -5.0629], [0.9490, 1.2655, 5.2401], [-1.0769, 5.1308, -0.8268], [0.4695, -4.3254, 2.0944], [1.5871, 0.6212, -3.9442], [-0.4888, 0.6242, 3.3570], [-4.1236, 1.0872, -3.3639], [-0.8765, -4.8305, -4.1969], [0.1676, 0.9534, -6.2761], [-0.6869, 3.7696, 2.1066], [-0.8342, 5.8042, -2.0127], [2.9594, -0.4426, -0.9409], [-4.4621, -1.0363, -2.3027], [2.0412, 1.3167, 4.3373], [-0.0736, -4.6321, -3.0970], [1.0241, -3.3543, -1.3921], [-0.4403, 5.1077, -3.1479], [-0.5844, -2.2572, -3.0666], [-0.2731, 0.9661, 4.7796], [5.0494, 0.6562, -0.7020], [-5.8457, 0.8359, 1.2966], [-0.7443, 4.4260, 4.4260], [-2.7582, 0.9752, -3.1605], [1.8875, -3.7862, 1.9397], [-3.8171, 4.2922, 1.4403], [2.8027, -4.2926, -0.4145], [0.4835, 5.0507, 4.2840], [0.0828, -3.3620, -2.5232], [-5.7569, 4.1204, 0.0227], [4.1934, -0.1366, -1.4684], [0.5713, 4.3497, 1.9881], [-4.9747, 0.0822, -2.9401], [2.1951, -2.7202, 2.9876], [1.1451, 4.9938, 3.0682], [-3.7074, 0.0368, 0.6879], [-0.4623, 0.4410, -5.1561], [0.4481, -5.4736, -2.6659], [5.2360, 1.7279, 1.1388], [-0.2566, 5.6360, -4.0753], [-1.5179, 0.2214, -5.2116], [-1.4040, 1.1062, 2.9619], [3.2336, -2.3948, 2.9186], [-5.6587, 5.3220, 1.7854], [3.8639, -4.1184, -0.6065], [-1.2470, 4.4272, 5.3837], [2.1181, 5.4552, 2.9652], [-2.6997, -2.0572, -1.6546], [1.5436, -1.8545, 2.8651], [-6.7768, 4.3947, -0.2008], [-0.9910, -5.8191, -4.6151], [4.4755, -0.5036, -2.4420], [-5.1293, -1.8051, -1.9416], [3.6795, 1.7393, 2.6563], [1.1125, 1.4734, 6.2883], [-2.0952, 1.7788, -3.4470], [3.2621, 1.4046, -5.0141], [-3.2528, 2.1567, -1.0991], [-3.3538, 4.7241, 2.3159], [2.5889, -4.6176, 2.0976], [2.8253, -2.3773, 0.6248], [2.6690, -5.3179, -0.0431], [6.0401, 0.9025, -1.0627], [0.0895, 3.1898, -3.9561], [-1.1376, 0.8900, 5.4222], [3.0353, 1.5332, 4.6986], [-6.0396, 0.1711, -3.1020], [-2.2612, 3.2621, 3.4771], [0.9334, 5.5590, 5.1264], [2.2708, -1.0586, -1.5082], [-0.4028, 1.1089, -7.1807], [-0.2506, -3.5101, 2.0123], [-1.3761, 5.6825, 0.0537], [0.2525, -5.0676, 1.3267], [1.1047, 4.2722, 1.0510], [2.0229, -3.1154, 3.9858], [2.0060, 1.6522, -7.1294], [-2.1573, -3.8763, -5.6266], [-5.5645, 2.7854, -1.6446], [2.1330, 0.5312, -3.0172], [0.3412, -4.7805, 3.0753], [-1.9104, -1.6719, -4.6302], [-0.9567, 6.8789, -2.0559], [-4.5150, 1.9697, -3.8502]],
  "multiplicity": 1,
  "relative_energy_ev": 0.819,
  "total_charge": -1
}

=====

{
  "formula": "C24H45F13NO8S2",
  "method": "ωB97M-V/def2-TZVPD",
  "symbols": ["S", "S", "F", "F", "F", "F", "F", "F", "F", "F", "F", "F", "F", "F", "F", "O", "O", "O", "O", "O", "O", "O", "O", "N", "C", "C", "C", "C", "C", "C", "C", "C", "C", "C", "C", "C", "C", "C", "C", "C", "C", "C", "C", "C", "C", "C", "C", "C", "H", "H", "H", "H", "H", "H", "H", "H", "H", "H", "H", "H", "H", "H", "H", "H", "H", "H", "H", "H", "H", "H", "H", "H", "H", "H", "H", "H", "H", "H", "H", "H", "H", "H", "H", "H", "H", "H", "H", "H", "H", "H", "H", "H", "H"],
  "coordinates": [[4.5424, 2.5488, 1.4397], [3.5116, 4.7954, 2.5506], [0.7207, 2.4313, -1.5592], [-1.6068, 4.8526, -0.5281], [-0.0140, 4.0903, -2.7578], [-2.0593, 2.3659, 2.6340], [-3.9850, 3.6694, 0.1060], [2.3833, 4.4373, -1.6339], [0.8419, 5.9278, -1.2050], [-2.0384, 3.1352, -1.7967], [-2.1437, 1.5700, 0.0378], [-0.2296, 2.1905, 0.8778], [-4.4053, 2.4723, 1.8428], [-4.0916, 4.5905, 2.0530], [-1.5944, 4.3970, 2.0482], [4.2434, 2.7220, 0.0320], [3.9580, 5.9948, 3.2212], [-10.2122, -3.7471, 4.8393], [9.4163, -3.0402, -5.7022], [5.6036, 1.6211, 1.7608], [-8.3910, -0.8988, 1.1289], [2.4805, 4.0078, 3.2063], [6.8161, 1.0152, -2.9872], [4.7888, 3.9351, 2.1745], [9.9571, -4.0779, -4.9069], [-1.2085, 3.5973, -0.8371], [-11.6100, -5.7770, 4.8240], [7.5480, 0.0027, -0.8580], [-1.4056, 2.6480, 0.4176], [1.2665, 4.6647, -0.8930], [-7.5589, -2.2885, 2.9881], [-10.7537, -4.8007, 5.6131], [-2.1689, 3.2652, 1.6362], [5.7986, -1.0467, -3.8688], [-12.0939, -2.1861, 5.1453], [0.2163, 3.6694, -1.4885], [-8.0568, -2.2074, 1.5562], [11.4546, -2.5902, -7.0125], [-6.1478, -0.3078, 0.2878], [2.7481, 5.3987, 1.0252], [10.5995, -3.5997, -3.6155], [-7.3388, 0.0513, 1.1583], [7.0120, -0.1349, -3.7779], [10.3276, -2.0524, -6.1462], [6.4899, 0.7813, -1.6184], [-11.1494, -2.9016, 4.1946], [-3.7025, 3.5044, 1.3980], [1.5653, 4.5367, 0.5783], [-11.5302, -1.5948, 5.8681], [7.8864, -0.6993, -3.4283], [-11.0386, -6.2058, 3.9998], [1.7991, 3.4903, 0.7795], [-6.4590, -0.4472, -0.7486], [-9.8878, -5.3225, 6.0212], [11.4617, -2.9573, -3.7985], [-8.9807, -2.7798, 1.4592], [7.2574, 0.2327, -4.7765], [3.4225, 2.0504, 2.0182], [3.5323, 5.4692, 0.2708], [0.6927, 4.8150, 1.1665], [11.0521, -3.1082, -7.8844], [9.1094, -4.7230, -4.6745], [-7.3776, -3.3275, 3.2624], [5.5185, -1.4499, -2.8950], [-6.6285, -1.7374, 3.1327], [8.5075, 0.5222, -0.8996], [7.2434, -0.0839, 0.1850], [2.4263, 6.4085, 1.2901], [-5.6587, -1.2250, 0.6176], [9.7297, -1.3471, -6.7234], [5.5155, 0.2911, -1.5359], [-12.7481, -1.5180, 4.5844], [10.6651, -4.6820, -5.4873], [-11.9452, -6.5861, 5.4740], [-8.3008, -1.8765, 3.6723], [10.7316, -1.4946, -5.2939], [9.8820, -3.0356, -3.0182], [6.0144, -1.8877, -4.5306], [-7.0155, 0.2345, 2.1893], [10.9424, -4.4552, -3.0321], [-11.3150, -4.4042, 6.4672], [-12.4971, -5.2999, 4.4055], [-7.3314, -2.6630, 0.8722], [-5.4084, 0.4922, 0.3241], [12.0925, -3.2896, -6.4704], [-10.5504, -2.1670, 3.6566], [-7.7872, 0.9786, 0.8008], [6.3760, 1.7634, -1.1677], [-11.7138, -3.4608, 3.4394], [-12.7257, -2.8814, 5.6997], [7.6940, -1.0049, -1.2564], [12.0824, -1.7672, -7.3560], [4.9410, -0.4989, -4.2619]],
  "multiplicity": 1,
  "total_charge": -1
}

=====

{
  "formula": "C5H6O2",
  "method": "ωB97M-V/def2-TZVPD",
  "symbols": ["O", "O", "C", "C", "C", "C", "C", "H", "H", "H", "H", "H", "H"],
  "coordinates": [[-0.6885, 0.8673, 0.7238], [-1.8701, -0.7869, 1.7761], [0.5968, 0.8120, -0.0806], [0.2128, -1.0150, 0.4921], [1.1829, -0.6314, -0.1992], [0.2813, 1.4171, -1.4253], [-0.9527, -0.3938, 1.1215], [-0.1472, 2.4130, -1.2809], [1.3023, 1.4019, 0.5059], [1.1948, 1.4893, -2.0195], [-0.1085, -3.2704, 0.8868], [-0.5618, -3.0975, 1.4579], [-0.4420, 0.7941, -1.9587]],
  "multiplicity": 1,
  "relative_energy_ev": 5.445,
  "total_charge": 0
}

=====

{
  "formula": "C25H43BCl2F10MgN4O13",
  "method": "ωB97M-V/def2-TZVPD",
  "symbols": ["Cl", "Cl", "Mg", "F", "F", "F", "F", "F", "F", "F", "F", "F", "F", "O", "O", "O", "O", "O", "O", "O", "O", "O", "O", "O", "O", "O", "N", "N", "N", "N", "C", "C", "C", "C", "C", "C", "C", "C", "C", "C", "C", "C", "C", "C", "C", "C", "C", "C", "C", "C", "C", "C", "C", "C", "C", "B", "H", "H", "H", "H", "H", "H", "H", "H", "H", "H", "H", "H", "H", "H", "H", "H", "H", "H", "H", "H", "H", "H", "H", "H", "H", "H", "H", "H", "H", "H", "H", "H", "H", "H", "H", "H", "H", "H", "H", "H", "H", "H", "H"],
  "coordinates": [[-2.7864, 2.9003, -5.5480], [-3.4543, 1.6729, 2.2427], [-5.8543, 0.7033, -4.8083], [1.8228, -2.3732, 3.9920], [-4.0018, 0.6775, -3.6159], [-3.1033, -3.6028, -3.0693], [-0.3610, -1.5129, 3.6349], [1.2754, 3.8960, 1.2897], [0.3930, -1.9592, 5.8415], [-5.9033, 1.1311, -1.4837], [-3.8578, 0.0914, -0.8484], [-4.8734, 2.9756, -3.1414], [-0.0722, -3.7552, 4.3600], [2.1588, 8.2327, 1.6449], [1.6718, 4.0085, -2.2558], [3.3086, -4.6630, 4.7635], [1.9863, 5.9610, 1.7850], [-2.3470, 0.7475, 2.1018], [-6.0962, 4.0215, 0.8204], [-0.6732, -1.2096, -5.5791], [-3.0706, 2.7542, 3.1293], [-3.8006, 2.2138, 0.9427], [0.3569, 7.1413, 0.7543], [1.2943, -1.7043, -4.6296], [-4.5990, 0.9764, 2.7969], [-1.1688, -5.1875, -1.8624], [3.6715, 1.6051, 0.2435], [-1.9475, 2.3442, -1.4425], [-2.4422, 2.4405, -2.6868], [6.1278, -5.3529, 3.8417], [-0.3830, 3.6036, -4.0109], [-3.8874, 1.8961, -2.7703], [0.2332, -2.0971, -5.1136], [6.0362, -5.1027, 5.3470], [6.5176, -4.0647, 3.1379], [1.5546, 7.1987, 1.4129], [3.0407, 0.9569, 1.1221], [3.5843, -4.9816, 3.4064], [-4.4299, 1.3924, -1.2660], [-7.3030, 3.7921, 0.8817], [-1.8548, 2.9515, -3.9119], [0.8570, 5.1264, 1.6620], [7.2187, -6.3955, 3.6027], [0.0648, 5.7699, 0.5757], [-8.3171, 4.8922, 0.7159], [2.4239, 2.7498, -1.9395], [4.7955, -5.9242, 3.2878], [3.9530, 2.7338, -2.5295], [2.2804, 0.1756, 2.1812], [0.3120, 3.5294, -2.5465], [-0.5856, 2.8644, -1.4092], [-0.1102, -3.5570, -5.1144], [-2.9879, -1.9380, -5.3778], [-1.8586, -1.5629, -6.3166], [-7.8227, 2.4006, 1.1255], [0.4457, -2.4001, 4.4571], [-3.1913, -1.1196, -4.6780], [-0.0606, 2.7738, -0.3384], [-7.7981, 5.8416, 0.5464], [5.5754, -5.9735, 5.8207], [7.4967, -3.7490, 3.5103], [1.8290, 1.8842, -2.5056], [2.7017, -5.4820, 2.9934], [-8.9543, 4.6831, -0.1471], [4.6073, -6.8498, 3.8439], [-1.0075, 5.5813, 0.6753], [-1.5399, -4.6069, -1.2233], [3.9765, 3.0956, -3.6645], [2.3449, 2.5312, -0.7911], [-6.9782, 1.7103, 1.2256], [-8.9210, 4.9806, 1.6225], [8.1670, -6.0026, 3.9826], [-4.3868, 2.2391, -0.4601], [-2.7367, -2.8136, -4.7729], [5.7739, -3.2955, 3.3617], [0.1157, 4.0355, -4.9718], [6.5607, -4.2580, 2.0622], [7.2902, -6.5812, 2.5268], [0.3851, 5.4579, -0.4240], [-8.4379, 2.0804, 0.2807], [1.2136, 0.1628, 1.9410], [4.7090, 3.3714, -1.8763], [4.9717, -6.1698, 2.2339], [-2.1467, -0.6720, -6.8852], [0.3358, 5.0682, 2.6235], [6.9444, -7.3113, 4.1347], [2.5286, -4.0723, 4.7768], [-0.5045, -3.8331, -4.1320], [0.8018, -4.1278, -5.3123], [2.4192, 0.6424, 3.1603], [-0.8215, -3.8430, -5.8865], [-1.6444, -2.3422, -7.0539], [3.7378, -4.0553, 2.8472], [2.6487, -0.8531, 2.2218], [7.0515, -4.9577, 5.7305], [5.4641, -4.1900, 5.5289], [-8.4045, 2.3779, 2.0503], [4.3520, 1.6143, -2.4619], [-3.9002, -2.1562, -5.9395]],
  "multiplicity": 1,
  "relative_energy_ev": 9.027,
  "total_charge": 0
}

=====

The following LUMO values (in eV) correspond, in order, to the records above: 2.09; 1.87; -0.67; -5.23.
The following frontier orbital gap values (in eV) correspond, in order, to the records above: 5.458; 8.249; 10.039; 1.964.